No. 1
{"formula": "C50H56Br2Ge2OPdS4", "method": "wB97M-V/def2-TZVPD", "symbols": ["Pd", "Br", "C", "Br", "H", "H", "C", "C", "C", "C", "C", "C", "C", "C", "C", "C", "C", "C", "C", "C", "C", "Ge", "S", "S", "Ge", "S", "S", "C", "C", "C", "C", "C", "C", "C", "C", "C", "C", "C", "C", "C", "C", "C", "C", "C", "C", "C", "C", "C", "C", "C", "C", "C", "C", "C", "C", "C", "C", "C", "C", "C", "H", "H", "H", "H", "H", "H", "H", "H", "H", "H", "H", "H", "H", "H", "H", "H", "H", "H", "H", "H", "H", "H", "H", "H", "H", "H", "H", "H", "H", "H", "H", "H", "H", "H", "H", "H", "H", "H", "H", "H", "H", "H", "H", "H", "H", "H", "H", "H", "H", "H", "C", "O", "H", "H", "H", "H"], "coordinates": [[-0.64847, 2.88762, 0.67434], [0.48870, 4.32288, -0.85292], [-1.70012, 4.44421, 1.49307], [-2.46353, 3.99245, 3.17470], [-2.47354, 4.69149, 0.75515], [-1.10932, 5.34167, 1.68091], [0.44557, -6.05507, -2.11089], [0.96015, -5.08595, -1.05074], [1.69659, -3.96806, -1.37642], [2.33504, -3.13219, -0.45388], [3.17238, -1.90284, -0.92784], [1.99156, -3.28798, 0.89814], [1.15484, -4.34432, 1.30189], [0.46903, -4.46771, 2.66655], [0.77834, -5.26183, 0.32963], [2.49123, -2.33679, 1.95096], [3.00342, -3.04199, 3.03132], [3.48138, -2.40675, 4.21441], [3.34353, -1.04200, 4.25553], [2.73248, -0.28980, 3.21921], [2.22851, -0.92578, 2.06466], [0.59153, -0.17982, 1.22205], [-0.03713, 1.37835, 2.58170], [0.64595, 0.91931, -0.72127], [-1.56751, 0.07770, -0.66806], [-2.66850, 1.69547, 0.39893], [-1.09829, -1.65123, 0.69961], [-2.37264, -0.31552, -2.44566], [-3.57639, -1.00015, -2.57004], [-4.25991, -1.14346, -3.76886], [-3.61663, -0.77646, -4.92467], [-2.30923, -0.25221, -4.88688], [-1.75743, 0.16165, -3.65652], [-0.49736, 1.00276, -3.74570], [0.64811, 0.30808, -4.21592], [0.64458, -1.19125, -4.52715], [1.75938, 1.09436, -4.51627], [1.68464, 2.50229, -4.51101], [2.98108, 3.24133, -4.83109], [0.53499, 3.16588, -4.24625], [-0.63349, 2.38806, -3.87865], [-1.85184, 3.22262, -3.55014], [-4.32506, -1.68847, -1.42506], [-5.21995, -1.09752, -0.49250], [-5.73114, 0.35276, -0.50380], [-5.68737, -1.84265, 0.60411], [-5.43250, -3.19483, 0.79186], [-5.92840, -3.91977, 1.99184], [-4.48972, -3.79130, -0.11677], [-4.06663, -3.12712, -1.29017], [-3.16436, -3.86969, -2.27170], [2.56996, 1.17531, 3.49243], [2.05809, 1.57159, 4.79109], [1.39916, 0.61797, 5.77872], [2.29384, 2.83631, 5.25411], [2.95931, 3.81627, 4.46761], [3.02920, 5.25487, 4.95769], [3.30917, 3.48968, 3.16004], [3.16649, 2.19411, 2.65264], [3.71930, 1.85241, 1.34353], [1.26697, -6.46294, -2.72247], [-0.22639, -5.48100, -2.82076], [-0.06429, -6.88818, -1.60990], [1.73878, -3.71492, -2.45080], [3.73505, -2.23107, -1.84220], [3.87344, -1.65621, -0.09870], [2.44047, -1.11795, -1.16684], [1.20088, -4.68790, 3.42113], [-0.36402, -5.25881, 2.63117], [-0.03260, -3.50340, 2.95168], [0.28013, -6.11387, 0.67488], [3.17142, -4.10194, 2.86723], [3.93382, -2.90644, 5.04167], [3.68199, -0.56949, 5.20706], [-5.24856, -1.59418, -3.84265], [-4.13663, -1.09818, -5.84263], [-1.77385, -0.09457, -5.81592], [0.38426, -1.36224, -5.56747], [0.02579, -1.87170, -3.88687], [1.72245, -1.52437, -4.41626], [2.73838, 0.75235, -4.91530], [3.58512, 2.58138, -5.43628], [3.46561, 3.41727, -3.87238], [2.79684, 4.13302, -5.33222], [0.36613, 4.23090, -4.41519], [-2.68574, 2.63132, -3.18631], [-2.20435, 3.77103, -4.40824], [-1.57842, 3.96347, -2.77128], [-6.41562, 0.45649, -1.41430], [-4.98515, 1.06941, -0.66126], [-6.38922, 0.59954, 0.29041], [-6.38897, -1.33854, 1.20503], [-6.26655, -4.96259, 1.79036], [-6.69565, -3.31669, 2.51724], [-5.07967, -4.07476, 2.65544], [-4.21122, -4.83639, 0.10809], [-2.64959, -4.65800, -1.67521], [-2.40894, -3.25347, -2.72723], [-3.76348, -4.33130, -3.09181], [0.79067, -0.20077, 5.32894], [0.77647, 1.17244, 6.44648], [2.24894, 0.21159, 6.34484], [2.04882, 3.09848, 6.27683], [2.39464, 5.93010, 4.38824], [4.05912, 5.68091, 4.77431], [2.89127, 5.30629, 6.05174], [3.78695, 4.19100, 2.45024], [4.55501, 2.54576, 1.16460], [2.98634, 2.15778, 0.54088], [3.98463, 0.77279, 1.24534], [2.88539, 7.13408, 1.56173], [2.97347, 5.81926, 1.06569], [3.71112, 7.41518, 2.25015], [1.88450, 7.29509, 2.03428], [2.95079, 7.91630, 0.76271], [2.15218, 5.54970, 0.58052]], "fmax_ev_per_a": 3.8, "total_energy_ha": -13036.78514, "orbital_gap_ev": 4.419, "multiplicity": 1, "charge": -2}

---

No. 2
{"formula": "C29H39BN6O6PS2Ti", "method": "wB97M-V/def2-TZVPD", "symbols": ["Ti", "C", "O", "C", "C", "C", "C", "C", "C", "N", "N", "C", "O", "C", "C", "C", "C", "C", "C", "C", "O", "H", "H", "H", "H", "H", "H", "H", "H", "H", "H", "H", "H", "C", "N", "C", "C", "N", "B", "N", "C", "C", "N", "C", "C", "S", "C", "S", "H", "H", "H", "H", "H", "H", "H", "H", "H", "H", "H", "H", "C", "C", "O", "P", "O", "C", "C", "O", "C", "C", "H", "H", "H", "H", "H", "H", "H", "H", "H", "H", "H", "H", "H", "H", "H"], "coordinates": [[0.16633, 0.39747, -0.05349], [1.42417, 4.30304, -4.13090], [1.26985, 3.44802, -2.99930], [2.39030, 2.87572, -2.50447], [3.67967, 3.28076, -2.78083], [4.77719, 2.61395, -2.21506], [4.58309, 1.51775, -1.41533], [3.27629, 1.09570, -1.11924], [3.05243, -0.23244, -0.59129], [1.87361, -0.69361, -0.36579], [1.71840, -2.06683, -0.24062], [0.45633, -2.31979, -0.21867], [-0.43914, -1.32398, -0.29951], [-0.03792, -3.69729, -0.11662], [0.83195, -4.73012, 0.21957], [0.35312, -6.02424, 0.31651], [-0.99037, -6.29196, 0.07665], [-1.85781, -5.26245, -0.26188], [-1.38338, -3.96224, -0.35475], [2.18539, 1.82065, -1.60404], [0.93845, 1.46065, -1.28792], [2.02634, 3.82157, -4.90315], [1.88034, 5.25417, -3.85161], [0.42444, 4.48700, -4.51018], [3.85287, 4.11589, -3.44676], [5.77897, 2.95410, -2.44267], [5.42475, 0.95052, -1.03357], [3.88919, -0.92332, -0.52733], [1.87394, -4.50559, 0.40289], [1.02658, -6.83015, 0.57711], [-1.36196, -7.30718, 0.15842], [-2.90252, -5.47168, -0.45494], [-2.04732, -3.14759, -0.61295], [3.50381, -1.85740, 3.72640], [3.34389, -0.46803, 3.31090], [4.32200, 0.51633, 3.41325], [3.79016, 1.64596, 2.91108], [2.49510, 1.35526, 2.51149], [1.43123, 2.32027, 1.95868], [0.23721, 2.43596, 2.94572], [0.36044, 2.96209, 4.22320], [-0.79960, 2.75226, 4.87161], [-1.63296, 2.09294, 3.98144], [-2.98210, 1.61858, 4.27396], [-0.98224, 1.90754, 2.82056], [-1.72203, 1.19955, 1.43025], [2.23342, 0.06249, 2.75994], [0.75456, -0.72026, 2.40922], [3.78325, -1.89897, 4.77592], [4.26984, -2.34293, 3.12634], [2.55922, -2.36977, 3.58144], [5.29308, 0.31639, 3.83363], [4.21651, 2.62950, 2.79515], [0.98124, 1.82319, 0.95505], [1.92251, 3.39319, 1.71828], [1.26464, 3.44656, 4.55330], [-1.11435, 3.01222, 5.86878], [-3.07267, 1.47580, 5.34576], [-3.14647, 0.67271, 3.76824], [-3.72657, 2.33773, 3.93763], [-5.48070, 1.02675, -1.65100], [-4.24886, 0.84740, -0.80150], [-3.19022, 0.30273, -1.63271], [-1.72750, 0.91863, -1.68326], [-1.16107, 0.28856, -3.00936], [-1.71882, 0.49986, -4.33189], [-2.74396, -0.55182, -4.68141], [-2.03028, 2.44764, -1.97082], [-1.34609, 3.57411, -1.36059], [-2.34369, 4.40862, -0.59614], [-6.31257, 1.36856, -1.02984], [-5.76534, 0.08365, -2.12045], [-5.30110, 1.76814, -2.43226], [-4.41619, 0.14188, 0.00953], [-3.93234, 1.79552, -0.37156], [-0.86213, 0.44138, -4.99715], [-2.12874, 1.50760, -4.38408], [-2.30492, -1.55016, -4.62772], [-3.08950, -0.38050, -5.70388], [-3.60171, -0.51049, -4.01014], [-0.88210, 4.13376, -2.16700], [-0.55365, 3.21614, -0.70948], [-3.23973, 4.57008, -1.19886], [-1.90911, 5.38295, -0.36028], [-2.62878, 3.92055, 0.33848]], "fmax_ev_per_a": 2.3, "total_energy_ha": -3920.56958, "orbital_gap_ev": 7.433, "multiplicity": 1, "charge": 1, "de_lowest_ev": 0.628}

---

No. 3
{"formula": "C14H30F6KN3O5P", "method": "wB97M-V/def2-TZVPD", "symbols": ["K", "C", "O", "O", "C", "F", "F", "F", "C", "C", "H", "H", "H", "H", "H", "H", "C", "O", "O", "C", "F", "F", "F", "C", "C", "H", "H", "H", "H", "H", "H", "O", "P", "N", "C", "C", "N", "C", "C", "N", "C", "C", "H", "H", "H", "H", "H", "H", "H", "H", "H", "H", "H", "H", "H", "H", "H", "H", "H", "H"], "coordinates": [[-1.19540, 0.14051, 0.27640], [-1.90472, 3.97116, 0.43757], [-2.04102, 4.91629, 1.51740], [-2.07581, 2.72769, 0.86009], [-2.85051, 4.44978, -0.69765], [-3.11232, 3.47389, -1.57870], [-4.06164, 4.83954, -0.25042], [-2.28036, 5.45944, -1.38930], [-1.03985, 5.84646, 1.76410], [-1.72363, 7.05512, 2.41745], [-2.32129, 6.67518, 3.24455], [-1.00165, 7.79212, 2.78087], [-2.37274, 7.56071, 1.70006], [-0.41709, 6.21448, 0.93860], [-0.30919, 5.50125, 2.51120], [-0.86298, 4.09996, 0.08573], [-0.08499, -0.87806, 3.74712], [-0.10869, -0.24437, 5.04684], [-1.24853, -0.57394, 3.16771], [1.18907, -0.32435, 3.02926], [2.32366, -0.92981, 3.57861], [1.26925, -0.59601, 1.68596], [1.41544, 1.01022, 3.17041], [0.75484, -0.76961, 6.02066], [0.42519, -0.35324, 7.46913], [0.41739, 0.70564, 7.73275], [-0.34364, -1.03070, 7.82628], [1.33812, -0.58007, 8.04521], [1.80040, -0.54100, 5.78987], [0.66557, -1.86290, 6.08288], [0.01431, -1.97393, 3.86180], [-0.62912, -1.07510, -2.12407], [0.23606, -2.08331, -2.80345], [0.70830, -3.36578, -1.82638], [-0.12659, -4.56816, -1.85224], [1.22874, -3.01775, -0.51214], [1.59683, -1.36165, -3.47666], [1.91187, 0.02835, -3.11565], [2.84909, -2.15618, -3.63458], [-0.55999, -2.71891, -4.15693], [-1.39117, -1.79201, -4.88908], [0.01849, -3.71507, -5.02018], [-1.08878, -4.38372, -1.36407], [0.39087, -5.40791, -1.38861], [-0.36829, -4.90335, -2.85359], [0.53250, -2.43678, 0.08735], [2.21379, -2.54199, -0.57227], [1.56264, -3.93450, -0.01834], [2.34161, 0.08881, -2.11025], [2.51043, 0.43504, -3.92747], [0.98640, 0.60123, -3.04646], [3.50342, -1.59761, -4.29733], [3.28426, -2.25391, -2.63702], [2.56262, -3.12544, -4.03271], [-0.83434, -1.08121, -5.51450], [-2.12365, -2.28070, -5.53330], [-1.99531, -1.13929, -4.25691], [0.74814, -3.25674, -5.70729], [-0.71281, -4.11349, -5.73652], [0.38677, -4.62431, -4.55181]], "fmax_ev_per_a": 3.2, "total_energy_ha": -2632.48890, "orbital_gap_ev": 6.061, "multiplicity": 1, "charge": -1, "de_lowest_ev": 1.017}

---

No. 4
{"formula": "C9H6N2O2", "method": "wB97M-V/def2-TZVPD", "symbols": ["C", "C", "C", "C", "C", "C", "C", "C", "C", "N", "N", "O", "O", "H", "H", "H", "H", "H", "H"], "coordinates": [[-4.43249, 0.57896, -0.04796], [-3.37567, -1.77579, -0.26761], [-0.25856, -1.51550, 1.04078], [0.30995, -2.65044, 0.54310], [0.07658, -1.36463, -1.11773], [-0.45874, -0.62582, -0.05413], [-3.75937, -0.56366, -0.27777], [-1.31785, 0.46148, -0.08053], [0.17787, 2.22013, 0.39690], [-4.96475, 1.61180, -0.04662], [-2.92749, -2.86850, -0.23764], [0.48046, -2.56070, -0.79404], [-1.21842, 1.67098, 0.12425], [-0.74184, -1.32601, 1.99519], [0.28709, -3.56197, 1.07019], [0.19000, -1.10870, -2.15697], [0.33191, 3.20418, 0.04744], [0.95157, 1.58535, 0.02248], [0.44734, 2.29041, 1.47045]], "fmax_ev_per_a": 4.0, "total_energy_ha": -606.22322, "orbital_gap_ev": [6.230, 6.235], "multiplicity": 1, "de_lowest_ev": 9.447}

---

No. 5
{"formula": "CH3BrClN", "method": "wB97M-V/def2-TZVPD", "symbols": ["H", "N", "C", "Cl", "H", "Br", "H"], "coordinates": [[1.88555, 1.25960, -0.36393], [2.33861, 0.31865, -0.17051], [1.43395, -0.44315, 0.11989], [-0.17871, -0.07106, -0.06992], [1.62090, -1.43509, 0.49052], [-3.87901, 0.77542, -0.08287], [-3.22128, -0.40437, 0.07681]], "smiles": "[H]/N=C\\Cl.Br", "fmax_ev_per_a": 3.7, "total_energy_ha": -3128.83384, "orbital_gap_ev": 11.606, "multiplicity": 1, "de_lowest_ev": 0.800}

---

What is the multiplicity in the third record? 1

---

What is the multiplicity in the fourth record? 1